39
Properties=species:S:1:pos:R:3:mulliken_spin:R:1 method="wB97M-V/def2-TZVPD" de_lowest_kj_mol=40.3 charge=+2 homo_ev="-14.73 / -14.71" total_energy_ev=-60637.461 mol_weight_da=597.45 homo_lumo_gap_ev="7.9 / 4.7" s_squared=6.05 multiplicity=5
Pd -0.480 -0.006 -0.401 1.11
S -0.472 -0.787 -2.762 0.64
C 1.158 -1.189 -2.520 -0.04
S 1.657 -1.013 -0.891 0.61
C 2.013 -1.598 -3.564 0.29
C 1.537 -1.651 -4.895 -0.05
N 1.108 -1.684 -5.964 0.23
C 3.347 -1.972 -3.286 -0.05
N 4.424 -2.282 -3.011 0.23
N 0.385 -0.188 2.599 0.01
N 0.104 1.099 3.076 0.00
C -0.280 2.102 2.259 0.00
N -0.483 3.309 2.742 0.00
N -0.468 1.785 0.961 0.04
N -0.734 2.678 0.002 0.00
O -0.823 2.129 -1.124 0.09
O -0.899 3.859 0.194 0.01
H -0.006 -0.866 3.242 0.00
H 1.391 -0.323 2.576 0.00
H 0.274 1.291 4.052 0.00
H -0.328 3.540 3.712 0.00
H -0.717 4.055 2.102 0.00
C -4.758 -1.593 0.074 -0.03
Te -3.014 -0.373 0.478 0.86
C -3.663 0.652 -1.308 0.02
C -5.111 0.315 -1.506 -0.02
C -5.909 1.060 -2.363 0.01
C -7.234 0.703 -2.553 0.00
C -7.769 -0.384 -1.872 0.00
C -6.980 -1.122 -1.006 0.01
C -5.645 -0.785 -0.829 0.01
H -5.231 -1.847 1.023 0.01
H -4.410 -2.519 -0.391 0.02
H -3.047 0.255 -2.119 0.00
H -3.461 1.720 -1.238 -0.02
H -5.498 1.920 -2.877 0.00
H -7.861 1.286 -3.214 0.00
H -8.809 -0.645 -2.011 0.00
H -7.406 -1.958 -0.465 0.00



14
Properties=species:S:1:pos:R:3:lowdin_charge:R:1 method="wB97M-V/def2-TZVPD" de_lowest_kj_mol=486.4 charge=0 homo_ev=-8.83 total_energy_ev=-31135.898 mol_weight_da=151.62 homo_lumo_gap_ev=9.3
C 0.449 1.225 -0.210 -0.04
C 1.404 -0.052 0.287 -0.59
C 0.332 -1.258 0.301 -0.19
C -1.020 -0.682 -0.238 -1.03
H -2.589 0.805 -0.509 0.01
H 0.494 1.491 -1.260 0.11
H 0.514 2.178 0.410 0.14
H 1.614 0.176 1.330 0.07
H 0.063 -1.535 1.565 0.18
H 0.905 -2.400 -0.263 0.20
N -0.920 0.608 -0.156 -0.25
O -1.951 1.460 -0.306 0.05
S -2.275 -1.453 -0.408 0.83
Cl 2.978 -0.564 -0.543 0.52



78
Properties=species:S:1:pos:R:3:lowdin_charge:R:1 method="wB97M-V/def2-TZVPD" de_lowest_kj_mol=0.0 charge=+2 homo_ev=-13.13 total_energy_ev=-123204.123 mol_weight_da=565.52 homo_lumo_gap_ev=7.1
N -4.952 -0.662 2.922 0.07
C -3.972 0.005 3.535 -0.12
C -2.978 0.664 2.817 -0.04
C -3.100 0.706 1.422 -0.23
C -4.114 -0.039 0.787 -0.02
C -5.045 -0.702 1.594 -0.12
C -2.165 1.445 0.623 -0.04
Be 0.574 -0.316 -0.151 0.06
P 1.981 0.613 -1.415 1.01
C -2.084 1.200 -0.721 -0.07
C -1.557 2.187 -1.632 -0.23
C -1.785 2.055 -3.013 -0.03
C -1.176 2.940 -3.896 -0.09
C -0.202 3.822 -3.384 -0.65
C -0.137 4.105 -2.019 -0.12
C -0.773 3.245 -1.129 -0.03
Br 1.164 4.567 -4.545 0.78
H -1.468 2.124 1.115 0.11
H -2.325 0.239 -1.142 0.08
H -2.173 1.192 3.334 0.10
H -4.195 -0.117 -0.298 0.11
H -3.985 0.036 4.627 0.12
H -5.872 -1.246 1.113 0.13
H -2.453 1.242 -3.346 0.13
H -0.635 3.361 -0.057 0.11
H -1.408 2.915 -4.958 0.12
H 0.429 4.952 -1.643 0.12
P -0.344 -2.148 -0.568 0.99
C 2.501 2.145 -0.546 -0.36
C 3.262 3.135 -1.411 -0.12
H 3.086 1.861 0.344 0.10
H 1.576 2.608 -0.171 0.06
H 3.612 3.980 -0.805 0.10
H 4.144 2.684 -1.875 0.07
H 2.628 3.544 -2.205 0.03
C 1.532 0.959 -3.153 -0.35
C 2.692 0.941 -4.135 -0.12
H 1.037 1.936 -3.177 0.03
H 0.759 0.239 -3.457 0.07
H 2.343 1.177 -5.148 0.09
H 3.446 1.690 -3.871 0.07
H 3.169 -0.046 -4.154 0.08
C 3.292 -0.648 -1.259 -0.39
C 4.694 -0.114 -1.480 -0.12
H 3.064 -1.492 -1.930 0.08
H 3.208 -1.044 -0.236 0.06
H 5.420 -0.930 -1.391 0.09
H 4.805 0.329 -2.475 0.07
H 4.941 0.639 -0.724 0.08
C 0.539 -3.519 0.262 -0.37
C 2.044 -3.535 0.085 -0.13
H 0.079 -4.412 -0.190 0.11
H 0.266 -3.509 1.324 0.07
H 2.416 -4.514 0.409 0.10
H 2.347 -3.391 -0.960 0.07
H 2.542 -2.776 0.701 0.07
C -0.204 -2.631 -2.337 -0.36
C -1.188 -1.920 -3.253 -0.12
H -0.387 -3.709 -2.320 0.10
H 0.833 -2.459 -2.637 0.08
H -1.008 -2.251 -4.284 0.10
H -2.234 -2.158 -3.005 0.08
H -1.082 -0.825 -3.235 0.04
C -2.061 -2.705 -0.215 -0.35
C -2.408 -3.041 1.224 -0.13
H -2.151 -3.607 -0.826 0.10
H -2.753 -1.962 -0.624 0.06
H -3.473 -3.306 1.276 0.10
H -1.840 -3.905 1.604 0.08
H -2.256 -2.190 1.907 0.05
N 0.512 1.123 3.259 0.23
C 0.246 0.071 2.469 -0.52
N -0.259 -1.048 3.010 0.25
O 0.505 0.222 1.228 -0.07
H 0.402 1.010 4.257 0.14
H 1.051 1.899 2.881 0.15
H -0.355 -1.939 2.507 0.10
H -0.511 -0.997 3.991 0.14



17
Properties=species:S:1:pos:R:3:lowdin_charge:R:1 method="wB97M-V/def2-TZVPD" de_lowest_kj_mol=15.9 charge=-1 homo_ev=-3.59 total_energy_ev=-20212.758 mol_weight_da=350.48 homo_lumo_gap_ev=6.8
H 2.079 -1.332 -2.859 0.05
O 2.482 -0.881 -0.066 -0.13
C 1.330 -0.896 -2.199 0.00
C 1.612 -0.714 -0.904 -0.40
H 0.405 -0.470 -2.585 0.05
H -2.571 -0.855 1.380 0.10
C -1.569 -0.358 1.433 -0.44
C -1.073 -0.309 -0.017 -0.23
O 0.226 0.291 -0.080 -0.35
C 0.328 2.098 0.271 -0.54
O -0.457 2.727 -0.377 0.11
O 1.151 2.222 1.148 -0.04
Tl 1.324 -0.153 1.908 0.93
O -0.695 -0.959 2.298 -0.46
H -1.803 0.701 1.719 0.10
H -1.778 0.229 -0.673 0.12
H -0.993 -1.339 -0.398 0.12



19
Properties=species:S:1:pos:R:3:lowdin_charge:R:1 method="wB97M-V/def2-TZVPD" de_lowest_kj_mol=268.0 charge=-1 homo_ev=-3.35 total_energy_ev=-23263.850 mol_weight_da=166.09 homo_lumo_gap_ev=7.1
C -0.783 -1.849 -2.156 -0.50
C 1.794 1.347 -1.341 -0.20
C -1.194 0.026 2.548 -0.20
C -0.351 0.468 -0.586 -0.36
N 0.877 1.094 -0.233 -0.31
O 0.141 -2.510 -1.890 0.14
O -1.888 -1.602 0.609 -0.40
O -1.716 -1.383 -2.698 0.13
O 0.541 -1.411 1.191 -0.26
P -0.781 -0.625 0.737 0.44
H 1.382 2.112 -2.007 0.04
H 2.840 1.703 -1.102 0.06
H 1.716 0.294 -1.892 0.10
H -0.222 0.147 3.114 0.01
H -1.829 0.902 2.550 -0.02
H -1.841 -0.873 3.087 0.07
H -1.020 1.223 -0.882 0.02
H 1.429 -1.111 0.742 0.12
H 0.904 2.049 0.210 0.10